Record 1
DFT (the ωB97M-V functional and the def2-TZVPD basis) results for a 2-piece molecular cluster, CH5BrN2P overall in a non-equilibrium geometry.

2S+1: 3
Highest occupied orbital energy (alpha / beta): -13.99 / -14.33 eV
Total charge: +1
Energy relative to the best compared isomer or geometry (same formula, charge and spin): 0.0 kcal per mole
Gap between HOMO and LUMO (alpha / beta): 10.20 / 7.30 eV
⟨S²⟩: 2.0055
Electronic energy: -83420.115 eV

Geometry (Å):
C  -0.3617  0.2378  -0.0830
N  -0.3187  -0.7039  0.8854
N  -0.8170  0.0064  -1.2586
P  0.1097  2.0037  0.2240
Br  3.0268  -0.9636  0.1770
H  -0.8049  -1.6963  0.8110
H  -0.0903  -0.5148  1.8922
H  -1.0699  -0.8554  -1.7251
H  -0.9335  0.9020  -1.9165
H  1.2595  1.5840  0.9936

---

Record 2
DFT (the ωB97M-V functional and the def2-TZVPD basis) results for a single C3H5BrF2 molecule in a non-equilibrium geometry.

Structure (SMILES): CC(F)(F)CBr
Highest occupied orbital energy: -10.34 eV
Energy relative to the best compared isomer or geometry (same formula, charge and spin): 0.0 kcal per mole
Gap between HOMO and LUMO: 11.16 eV
Electronic energy: -78669.367 eV

Geometry (Å):
C  -0.2497  0.0027  0.9447
C  -0.1073  -0.6492  -1.6140
C  -0.8566  -0.7788  -0.2577
F  -0.8130  -2.0708  0.1184
F  -2.1805  -0.5663  -0.3936
Br  -1.0269  -1.6034  -2.9715
H  -0.2393  -0.6172  1.8522
H  0.8065  0.5157  0.9150
H  -0.9859  0.7251  1.2476
H  -0.0788  0.3452  -2.0191
H  0.8580  -1.0682  -1.5569

---

Record 3
DFT (the ωB97M-V functional and the def2-TZVPD basis) results for C3H9O3 as an isolated structure in a non-equilibrium geometry.

Highest occupied orbital energy: -3.60 eV
Total charge: -1
Energy relative to the best compared isomer or geometry (same formula, charge and spin): 13.3 kcal per mole
Gap between HOMO and LUMO: 7.15 eV
Electronic energy: -9399.152 eV

Geometry (Å):
C  -1.1011  -0.6577  -0.1771
O  -2.0644  0.3116  -0.4188
C  0.2732  -0.0430  0.1593
C  1.4161  -1.0167  -0.0766
O  2.5998  -0.7113  0.6920
H  -1.4872  -1.3033  0.6277
H  -0.9779  -1.2273  -1.1117
H  0.2577  0.2417  1.1989
H  0.3467  0.8180  -0.5233
H  1.0940  -2.0224  0.2119
H  1.6780  -1.1262  -1.1308
H  3.1646  -0.2015  0.1073
H  -1.8746  3.0014  -0.1945
H  -1.7886  1.4227  0.0687
O  -1.5363  2.5141  0.5672

---

Record 4
DFT (the ωB97M-V functional and the def2-TZVPD basis) results for an isolated ion of composition C4H13N3 and charge +2 in a non-equilibrium geometry.

Structure (SMILES): N/C=C(\[NH3+])CC[NH3+]
Highest occupied orbital energy: -16.48 eV
Total charge: +2
Energy relative to the best compared isomer or geometry (same formula, charge and spin): 31.9 kcal per mole
Gap between HOMO and LUMO: 9.70 eV
Electronic energy: -8812.196 eV

Geometry (Å):
C  -1.6328  0.4406  1.0309
C  -0.2120  0.9594  0.5986
C  0.7600  -0.0520  0.0646
C  0.9137  -0.3533  -1.2432
N  1.6672  -1.2954  -1.8315
N  1.6330  -0.6411  1.1107
N  -2.7324  0.8789  0.1205
H  -1.6336  -0.6310  1.1913
H  -1.8392  0.8134  2.0310
H  -0.3913  1.8094  -0.0633
H  0.1874  1.4018  1.4928
H  0.1926  0.1035  -1.9083
H  1.6234  -1.4448  -2.8260
H  2.3604  -1.8527  -1.3621
H  2.3920  -1.1727  0.6971
H  1.1181  -1.2805  1.7215
H  2.0646  0.0759  1.7046
H  -2.8251  1.8884  0.2220
H  -2.5120  0.6457  -0.8515
H  -3.6424  0.4296  0.2750

---

Record 5
DFT (the ωB97M-V functional and the def2-TZVPD basis) results for a single C3H3Cl molecule in a non-equilibrium geometry.

Structure (SMILES): ClC1=CC1
Highest occupied orbital energy: -9.28 eV
Energy relative to the best compared isomer or geometry (same formula, charge and spin): 25.5 kcal per mole
Gap between HOMO and LUMO: 10.28 eV
Electronic energy: -15678.729 eV

Geometry (Å):
C  -0.1919  -0.8837  -0.0031
C  0.8249  -0.1039  -0.1259
C  -0.4794  0.6490  0.0356
Cl  2.4226  0.1743  0.0026
H  -0.6914  -1.9132  0.1576
H  -0.8601  0.9440  -0.8897
H  -1.0247  1.1335  0.8228

---

Record 6
DFT (the ωB97M-V functional and the def2-TZVPD basis) results for C25H14Cl5O2PSbSe4Ta as an isolated structure.

Highest occupied orbital energy: -13.97 eV
Total charge: +2
Energy relative to the best compared isomer or geometry (same formula, charge and spin): 12.4 kcal per mole
Gap between HOMO and LUMO: 6.05 eV
Electronic energy: -371609.404 eV

Geometry (Å):
Ta  -0.5376  0.0380  -0.2076
O  -1.3150  -3.1883  -2.1494
C  -1.8913  -2.3299  -1.5670
O  -1.2207  -1.6374  -0.5551
C  -3.2886  -1.8882  -1.8239
C  -4.0485  -2.7674  -2.5883
C  -5.3634  -2.4688  -2.9134
C  -5.9240  -1.2777  -2.4898
C  -5.1709  -0.3798  -1.7400
C  -3.8608  -0.6753  -1.3889
P  -2.9928  0.5804  -0.4053
C  -3.5951  2.2132  -0.7946
C  -2.9702  2.9299  -1.8176
C  -3.4454  4.1853  -2.1598
C  -4.5340  4.7216  -1.4847
C  -5.1578  4.0069  -0.4701
C  -4.6935  2.7498  -0.1189
C  -3.2200  0.1973  1.3467
C  -3.1138  1.2020  2.3182
C  -3.1292  0.8687  3.6604
C  -3.2402  -0.4630  4.0472
C  -3.3581  -1.4630  3.0908
C  -3.3494  -1.1388  1.7448
H  -3.5944  -3.6911  -2.9199
H  -5.9428  -3.1664  -3.5020
H  -6.9467  -1.0347  -2.7440
H  -5.6136  0.5608  -1.4389
H  -2.1239  2.5066  -2.3477
H  -2.9684  4.7455  -2.9523
H  -4.8995  5.7037  -1.7528
H  -6.0085  4.4272  0.0487
H  -5.1850  2.1953  0.6707
H  -3.0301  2.2418  2.0267
H  -3.0619  1.6490  4.4076
H  -3.2508  -0.7192  5.0985
H  -3.4651  -2.4956  3.3937
H  -3.4579  -1.9242  1.0072
Cl  -0.5097  2.5364  0.6678
C  0.0489  1.6123  2.0687
C  0.2265  0.2762  1.7745
C  0.4869  -0.5589  2.8595
Cl  0.5937  -2.2519  2.6080
C  0.5831  -0.0391  4.1527
Cl  0.9052  -1.0761  5.4665
C  0.3709  1.3307  4.3810
Cl  0.4275  1.9543  5.9608
C  0.0584  2.1875  3.3165
Cl  -0.3142  3.8377  3.5460
Se  2.8397  -1.2735  -4.7061
Sb  1.7926  -1.6943  -2.5310
Se  0.6365  -2.4075  -4.5826
Se  2.2687  -2.4474  -0.3841
Se  0.8689  0.8125  -1.9693

---

Record 7
DFT (the ωB97M-V functional and the def2-TZVPD basis) results for a single C11H21O8P molecule in a non-equilibrium geometry.

Structure (SMILES): CCCO[C@@]1(O)OC(=O)[C@@H](P(=O)(O)O)[C@@H]1CCOCC
Highest occupied orbital energy: -10.05 eV
Energy relative to the best compared isomer or geometry (same formula, charge and spin): 0.0 kcal per mole
Gap between HOMO and LUMO: 9.86 eV
Electronic energy: -37410.312 eV

Geometry (Å):
C  2.2506  1.7967  2.3194
C  2.3061  2.1222  0.6799
C  3.1232  0.9491  -0.1516
O  2.4221  0.4379  -1.3356
C  1.6931  -0.8108  -1.0740
O  1.4551  -1.3279  -2.4631
O  2.4474  -1.9786  -0.5074
C  1.5940  -3.0606  0.0322
O  1.9686  -4.3106  0.4225
C  0.0794  -2.4320  -0.0078
P  -1.2051  -3.0801  1.2492
O  -0.4702  -4.0006  2.3207
O  -2.0296  -1.7998  2.1143
O  -2.3941  -4.0357  0.3536
C  0.3591  -0.8102  -0.1236
C  -1.0851  -0.2657  -0.7688
C  -0.8654  1.0237  -1.7476
O  -2.0777  1.6070  -2.3278
C  -3.1548  1.8054  -1.3551
C  -2.7751  2.6947  -0.0358
H  1.5510  0.8713  2.5288
H  3.3303  1.5167  2.6863
H  1.7918  2.7255  2.8642
H  1.1853  2.1912  0.3505
H  2.8134  3.1813  0.4640
H  4.1363  1.4700  -0.5089
H  3.4389  0.1443  0.6355
H  2.3001  -1.8176  -2.7005
H  -0.3086  -2.7826  -1.0748
H  -1.3843  -1.0800  2.4146
H  -3.2034  -4.1099  0.9668
H  0.4261  -0.2748  0.9414
H  -1.7656  -0.0552  0.1835
H  -1.6449  -1.0889  -1.3901
H  -0.1861  0.6865  -2.6691
H  -0.2637  1.9233  -1.2503
H  -3.6690  0.7642  -1.0788
H  -4.0110  2.4102  -1.9269
H  -1.6438  2.9627  0.0882
H  -3.1781  2.1007  0.9115
H  -3.3562  3.7371  -0.0297

---

Record 8
DFT (the ωB97M-V functional and the def2-TZVPD basis) results for a single C7H12 molecule in a non-equilibrium geometry.

Structure (SMILES): CC1[C@]2(C)C[C@@]12C
Highest occupied orbital energy: -6.59 eV
Energy relative to the best compared isomer or geometry (same formula, charge and spin): 131.9 kcal per mole
Gap between HOMO and LUMO: 7.29 eV
Electronic energy: -7447.713 eV

Geometry (Å):
C  0.7258  -1.3029  1.4574
C  -0.1084  0.8729  -2.0370
C  -1.7887  0.3208  1.0273
C  0.7534  -0.1353  0.5093
C  0.1363  -0.0441  -0.8761
C  -0.4667  0.7088  0.4601
C  1.5935  -0.3663  -0.7296
H  -0.3005  1.7805  0.4746
H  -0.1370  -1.9539  1.2859
H  0.6885  -0.9441  2.4910
H  1.6252  -1.9188  1.3599
H  -1.1833  1.0136  -2.1889
H  0.3540  1.8588  -1.9096
H  0.2905  0.4319  -2.9575
H  2.3428  0.3864  -0.9650
H  1.9046  -1.3851  -0.9331
H  -1.7245  0.1476  2.1052
H  -2.1859  -0.5894  0.5637
H  -2.5196  1.1186  0.8624

---

Record 9
DFT (the ωB97M-V functional and the def2-TZVPD basis) results for C6H10IN2 as an isolated structure in a non-equilibrium geometry.

2S+1: 3
Highest occupied orbital energy (alpha / beta): -9.93 / -12.96 eV
Total charge: +1
Energy relative to the best compared isomer or geometry (same formula, charge and spin): 25.4 kcal per mole
Gap between HOMO and LUMO (alpha / beta): 6.50 / 4.93 eV
⟨S²⟩: 2.0220
Electronic energy: -17451.765 eV

Geometry (Å):
C  -1.6825  0.5672  2.5185
C  -1.0511  1.7579  -2.2614
C  -1.1777  1.0533  0.1777
C  1.8493  -1.4893  -1.0038
C  1.4021  -1.8653  0.3153
C  0.9993  -0.9382  1.1838
N  -1.1866  1.0418  1.4274
N  -0.9066  1.2792  -0.9299
I  0.3288  -1.3464  3.0488
H  -1.5656  1.2953  3.3045
H  -2.2958  -0.3081  2.5334
H  -1.5780  1.1277  -2.9657
H  -1.4592  2.7416  -2.1741
H  2.1423  -0.3602  -0.9179
H  2.6211  -2.1629  -1.3190
H  0.9946  -1.4334  -1.7850
H  1.5168  -2.9743  0.5663
H  0.0310  1.8749  -2.6682
H  1.0180  0.1391  0.9493

---

Record 10
DFT (the ωB97M-V functional and the def2-TZVPD basis) results for a single C4H8N2O molecule in a non-equilibrium geometry.

Structure (SMILES): N#C[C@@H](N)CCO
Highest occupied orbital energy: -10.15 eV
Energy relative to the best compared isomer or geometry (same formula, charge and spin): 42.3 kcal per mole
Gap between HOMO and LUMO: 10.78 eV
Electronic energy: -9304.559 eV

Geometry (Å):
N  -2.0769  -0.7980  -0.0187
C  -0.7981  -0.1257  0.2312
C  0.3097  -0.6187  -0.7119
C  1.6065  0.1759  -0.5653
O  2.0778  0.2136  0.7706
C  -0.8593  1.3412  0.4336
N  -0.7662  2.4283  0.8316
H  -2.1335  -1.5736  0.6386
H  -2.8532  -0.1914  0.2198
H  -0.4325  -0.3811  1.2355
H  -0.0243  -0.6379  -1.7571
H  0.4907  -1.6616  -0.4161
H  1.4691  1.1984  -0.9391
H  2.3796  -0.2990  -1.1779
H  1.6108  0.9296  1.2252

---

Record 11
DFT (the ωB97M-V functional and the def2-TZVPD basis) results for a 2-piece molecular cluster, C2H9N2O overall in a non-equilibrium geometry.

Highest occupied orbital energy: -3.06 eV
Total charge: -1
Energy relative to the best compared isomer or geometry (same formula, charge and spin): 31.1 kcal per mole
Gap between HOMO and LUMO: 7.75 eV
Electronic energy: -7246.255 eV

Geometry (Å):
C  1.8436  -0.7628  0.9521
O  1.2631  -0.5221  -0.3200
H  2.6978  -0.0917  1.1038
H  2.2999  -1.8529  1.0828
H  1.0565  -0.7512  1.8023
N  -1.3376  -0.5457  0.2765
C  -1.3487  0.7573  -0.3507
N  -0.6993  1.1012  -1.6634
H  -1.2197  -0.3047  1.2621
H  -0.2851  -0.8330  -0.0775
H  -1.1790  1.6846  0.3539
H  -2.3670  0.8831  -0.5745
H  -1.0058  0.2869  -2.2915
H  0.2814  0.9510  -1.5559

---

Record 12
DFT (the ωB97M-V functional and the def2-TZVPD basis) results for C7H11LiN2O8 as an isolated structure in a non-equilibrium geometry.

Highest occupied orbital energy: 0.22 eV
Total charge: -2
Energy relative to the best compared isomer or geometry (same formula, charge and spin): 0.0 kcal per mole
Gap between HOMO and LUMO: 2.86 eV
Electronic energy: -26999.719 eV

Geometry (Å):
Li  -0.5535  -0.1992  -2.8647
C  -0.4370  2.6921  0.8258
C  -0.0218  2.6977  2.0981
C  -1.1128  2.6549  3.1886
O  -0.8960  2.5720  4.4544
C  -2.4440  2.8008  2.9722
C  -2.9111  2.8564  1.5837
C  -1.8359  2.6495  0.4824
O  -2.2426  2.4487  -0.6753
O  -4.1353  2.8828  1.3175
O  1.1928  2.7848  2.3908
H  0.2105  2.7066  -0.0384
H  -3.2029  2.7503  3.7389
O  -2.3779  -2.3372  -3.3884
H  -1.4494  -2.6239  -3.4899
O  1.1137  0.0330  -5.4286
H  1.6627  0.7924  -5.6239
H  1.4873  -0.6746  -5.9540
O  -2.7530  -2.5203  1.1089
H  -1.8849  -2.1756  0.8994
H  -2.8571  -2.3549  2.0460
C  2.7442  -2.4230  -0.0642
O  1.6361  -1.9848  -0.4815
N  3.4563  -1.7947  0.7950
N  3.2967  -3.4725  -0.5141
H  2.9762  -0.9465  1.0598
H  4.1616  -2.2681  1.3414
H  4.2864  -3.6595  -0.4391
H  2.8909  -3.8873  -1.3408

---

Repeat the ninth record exactly.
DFT (the ωB97M-V functional and the def2-TZVPD basis) results for C6H10IN2 as an isolated structure in a non-equilibrium geometry.

2S+1: 3
Highest occupied orbital energy (alpha / beta): -9.93 / -12.96 eV
Total charge: +1
Energy relative to the best compared isomer or geometry (same formula, charge and spin): 25.4 kcal per mole
Gap between HOMO and LUMO (alpha / beta): 6.50 / 4.93 eV
⟨S²⟩: 2.0220
Electronic energy: -17451.765 eV

Geometry (Å):
C  -1.6825  0.5672  2.5185
C  -1.0511  1.7579  -2.2614
C  -1.1777  1.0533  0.1777
C  1.8493  -1.4893  -1.0038
C  1.4021  -1.8653  0.3153
C  0.9993  -0.9382  1.1838
N  -1.1866  1.0418  1.4274
N  -0.9066  1.2792  -0.9299
I  0.3288  -1.3464  3.0488
H  -1.5656  1.2953  3.3045
H  -2.2958  -0.3081  2.5334
H  -1.5780  1.1277  -2.9657
H  -1.4592  2.7416  -2.1741
H  2.1423  -0.3602  -0.9179
H  2.6211  -2.1629  -1.3190
H  0.9946  -1.4334  -1.7850
H  1.5168  -2.9743  0.5663
H  0.0310  1.8749  -2.6682
H  1.0180  0.1391  0.9493

---

Q: Look up the energy relative to the best compared isomer or geometry (same formula, charge and spin) of the tenth one.
A: 42.3 kcal per mole

---

Q: The highest electronic energy belongs to which entry?
A: C2H9N2O